[1]
ORCA calculation (the ωB97M-V functional and the def2-TZVPD basis) on a structure of composition C36H32N7OS2V.

## Properties
Molecular weight   693.78 Da
Spin multiplicity   2
Frontier orbital gap (alpha / beta)   6.8 / 7.1 eV
Charge   +1
HOMO (alpha / beta)   -10.227 / -10.271 eV

Each line ends with the Löwdin spin population.
Cartesian coordinates (Å):
V -0.50 0.01 0.23  1.033
C 0.85 1.18 -6.07  0.000
C 0.30 1.28 -4.69  0.000
C 0.63 2.35 -3.87  0.001
C 0.15 2.44 -2.58  0.000
C -0.69 1.44 -2.06  0.007
N -1.16 1.43 -0.75  -0.006
C -1.97 2.45 -0.34  0.002
C -2.26 3.54 -1.18  -0.003
C -3.01 4.62 -0.77  0.001
C -3.56 4.66 0.51  -0.003
C -4.39 5.82 0.96  0.000
C -3.37 3.55 1.32  0.001
C -2.60 2.46 0.94  -0.002
N -2.59 1.32 1.78  0.002
C -3.04 1.25 3.05  0.000
C -3.09 -0.08 3.41  -0.001
C -2.63 -0.76 2.28  0.002
N -2.34 0.10 1.31  0.002
C -0.99 0.34 -2.88  -0.001
C -0.50 0.27 -4.18  0.000
N -1.73 -0.72 -2.32  0.000
C -2.63 -1.51 -2.95  0.002
C -3.06 -2.45 -2.03  0.000
C -2.36 -2.16 -0.87  0.002
N -1.57 -1.11 -1.05  -0.008
H 1.15 2.16 -6.45  0.000
H 1.73 0.54 -6.07  0.000
H 0.12 0.75 -6.75  0.000
H 1.28 3.13 -4.23  0.000
H 0.43 3.25 -1.93  0.000
H -1.88 3.54 -2.19  0.000
H -3.18 5.43 -1.45  0.000
H -4.19 6.69 0.35  0.000
H -5.45 5.58 0.88  0.000
H -4.18 6.06 2.00  0.000
H -3.86 3.54 2.28  0.000
H -3.27 2.12 3.63  0.000
H -3.40 -0.49 4.34  0.000
H -2.52 -1.81 2.14  0.000
H -0.72 -0.60 -4.79  0.000
H -2.93 -1.35 -3.96  0.000
H -3.78 -3.22 -2.19  0.000
H -2.40 -2.68 0.07  0.000
C 1.33 -3.09 2.79  0.002
C 0.55 -1.88 2.37  0.016
N 0.26 -1.71 1.11  -0.010
N 0.73 -2.64 0.25  -0.005
C 1.22 -2.17 -0.84  0.002
S 1.32 -0.48 -1.16  -0.020
S 1.89 -3.27 -2.03  -0.002
C 3.02 -4.27 -0.96  0.000
C 4.33 -3.55 -0.86  0.000
C 5.44 -4.02 -1.56  0.000
C 6.63 -3.30 -1.54  0.000
C 6.71 -2.10 -0.85  0.000
C 5.61 -1.65 -0.13  0.000
C 4.43 -2.37 -0.14  0.000
C 0.28 -0.83 3.32  -0.003
C 0.20 -1.04 4.70  0.004
C 0.11 0.02 5.58  -0.004
C 0.11 1.33 5.11  0.003
C 0.17 1.58 3.75  -0.004
C 0.22 0.52 2.84  0.003
O 0.15 0.71 1.56  -0.013
H 2.32 -3.07 2.31  0.001
H 0.83 -4.00 2.46  0.001
H 1.49 -3.12 3.86  0.000
H 3.12 -5.23 -1.47  0.000
H 2.51 -4.39 -0.01  0.000
H 5.38 -4.94 -2.11  0.000
H 7.48 -3.67 -2.08  0.000
H 7.62 -1.53 -0.87  0.000
H 5.67 -0.72 0.42  0.000
H 3.58 -2.00 0.41  0.000
H 0.19 -2.05 5.07  0.000
H 0.04 -0.17 6.64  0.000
H 0.06 2.15 5.80  0.000
H 0.15 2.59 3.36  0.000

=====

[2]
ORCA calculation (the ωB97M-V functional and the def2-TZVPD basis) on a cluster of 2 separate species, C4H12NO in total.

## Properties
Molecular weight   90.15 Da
Energy relative to the best compared isomer or geometry (same formula, charge and spin)   285.1 kJ/mol
Spin multiplicity   2
Frontier orbital gap (alpha / beta)   9.5 / 3.6 eV
Charge   +2
HOMO (alpha / beta)   -18.732 / -18.731 eV

Each line ends with the Löwdin spin population.
Cartesian coordinates (Å):
C -2.55 -1.27 -0.61  0.324
C -1.40 -0.35 -0.92  0.260
C -0.29 -0.29 0.12  0.052
C 0.94 1.73 -0.56  0.002
N 0.28 1.05 0.30  0.003
H -3.27 -1.15 -1.43  0.028
H -2.37 -2.38 -0.56  0.060
H -2.84 -1.04 0.44  0.086
H -0.95 -0.94 -1.81  0.123
H -1.66 0.65 -1.28  0.023
H -0.60 -0.66 1.10  0.013
H 0.53 -0.93 -0.24  0.026
H 1.19 1.27 -1.52  0.000
H 1.20 2.77 -0.37  0.000
H 0.27 1.50 1.22  0.000
H 2.00 -1.08 1.59  0.000
H 3.13 -0.40 2.17  0.000
O 2.66 -0.43 1.33  0.001

=====

[3]
ORCA calculation (the ωB97M-V functional and the def2-TZVPD basis) on a structure of composition C5H5NO.

## Properties
Molecular weight   95.10 Da
Energy relative to the best compared isomer or geometry (same formula, charge and spin)   909.3 kJ/mol
Frontier orbital gap   9.9 eV
Charge   0
HOMO   -8.815 eV

Each line ends with the Mulliken charge.
Cartesian coordinates (Å):
C 1.41 0.72 -0.49  -0.532
C 0.49 1.23 0.57  -0.547
C 1.37 0.06 0.84  -0.510
C -1.27 -1.37 -0.54  0.355
C 0.23 -0.06 -0.09  -0.049
N -2.57 -0.93 -0.32  -0.460
O -1.90 -1.88 0.54  -0.293
H 2.03 1.01 -1.29  0.459
H 0.09 2.10 1.01  0.465
H 1.95 -0.43 1.57  0.454
H -0.97 -1.97 -1.38  0.350
H -2.62 -0.03 0.16  0.308

=====

What is the formula in the third record? C5H5NO